Record 1
DFT (ωB97M-V/def2-TZVPD) results for 6 unconnected molecules or ions with the total composition C14H40O6.

Element x y z (Å)
C  -3.113  -0.506  -3.182
C  -2.775  0.832  -2.557
C  -2.143  1.798  -3.534
O  -3.954  1.493  -2.022
H  -2.167  -0.976  -3.472
H  -3.623  -0.376  -4.139
H  -3.645  -1.141  -2.478
H  -2.182  0.756  -1.639
H  -2.765  1.980  -4.406
H  -1.146  1.447  -3.823
H  -1.890  2.732  -3.024
H  -4.736  0.940  -2.004
C  2.132  2.949  3.651
C  2.232  1.780  4.610
C  2.525  2.178  6.057
O  1.046  0.945  4.579
H  1.692  2.604  2.715
H  3.110  3.395  3.482
H  1.461  3.705  4.073
H  3.026  1.098  4.284
H  1.595  2.537  6.505
H  3.260  2.983  6.099
H  2.942  1.298  6.540
H  0.430  1.378  5.184
C  2.109  0.673  0.209
C  0.591  0.596  -0.024
O  0.198  -0.763  0.149
H  2.367  0.637  1.272
H  2.549  1.610  -0.147
H  2.593  -0.178  -0.266
H  0.407  0.893  -1.055
H  0.069  1.229  0.694
H  -0.137  -0.878  1.058
C  -2.458  -2.109  3.186
C  -1.382  -1.246  3.836
O  -0.413  -0.912  2.848
H  -2.280  -3.175  3.350
H  -2.505  -2.014  2.101
H  -3.436  -1.905  3.620
H  -0.884  -1.807  4.630
H  -1.851  -0.369  4.288
H  0.326  -0.477  3.301
C  2.308  1.073  -3.538
C  2.787  0.529  -4.884
O  2.601  1.511  -5.920
H  2.422  0.272  -2.804
H  1.274  1.410  -3.580
H  2.934  1.910  -3.224
H  2.232  -0.315  -5.287
H  3.842  0.257  -4.776
H  3.071  2.313  -5.668
C  -1.581  -4.601  -2.224
C  -1.232  -3.518  -1.225
O  -0.043  -2.874  -1.636
H  -1.650  -4.249  -3.250
H  -2.427  -5.186  -1.871
H  -0.723  -5.289  -2.227
H  -1.126  -3.928  -0.218
H  -2.038  -2.772  -1.236
H  0.174  -2.177  -0.983

Its total energy is -27450.5251 eV. For the HOMO energy, the calculation gives -9.35 eV. Its energy relative to the best compared isomer or geometry (same formula, charge and spin) is 36.4 kcal per mole. As for the frontier orbital gap: 9.887 eV. The structure (SMILES) is CC(C)O.CC(C)O.CCO.CCO.CCO.CCO.

---

Record 2
DFT (ωB97M-V/def2-TZVPD) results for 8 unconnected molecules or ions with the total composition C14H41BFN18O12P2S.

Element x y z (Å)
C  -1.477  -2.651  2.996
C  -1.938  -1.540  2.765
C  -2.561  -0.148  2.371
C  -3.788  -0.503  1.420
N  -5.149  -0.375  1.785
C  -6.006  -0.807  0.753
N  -7.338  -0.897  0.670
C  -8.127  -0.424  1.870
B  -9.265  0.698  1.469
O  -8.811  1.923  0.894
O  -10.654  0.401  1.669
P  -8.273  -1.511  -0.689
S  -9.773  -2.606  -0.063
N  -5.082  -1.151  -0.256
F  -5.215  -1.601  -1.519
N  -3.782  -1.000  0.107
C  -2.568  -1.302  -0.680
P  -1.725  0.202  -1.431
O  -2.334  0.565  -2.761
O  -1.714  1.549  -0.440
O  -0.125  -0.232  -1.763
H  -1.331  -3.768  2.976
H  -3.030  0.376  3.270
H  -1.798  0.516  1.872
H  -8.656  -1.306  2.366
H  -7.476  0.057  2.659
H  -8.895  1.798  -0.080
H  -10.981  0.098  0.787
H  -7.534  -2.337  -1.580
H  -8.885  -0.371  -1.330
H  -1.822  -1.810  0.022
H  -2.748  -2.042  -1.523
H  -0.917  1.435  0.132
H  0.105  -1.065  -1.286
C  0.946  3.210  1.849
O  0.756  2.000  1.726
N  0.323  3.955  2.796
N  1.792  3.898  1.052
H  0.465  4.942  2.913
H  -0.314  3.477  3.410
H  2.273  3.378  0.338
H  1.964  4.885  1.135
C  3.273  -1.777  -0.773
O  2.268  -2.075  -0.129
N  4.242  -0.969  -0.284
N  3.497  -2.232  -2.031
H  5.068  -0.715  -0.792
H  4.113  -0.611  0.647
H  2.801  -2.837  -2.433
H  4.309  -2.000  -2.572
C  4.677  5.739  0.204
O  4.071  5.636  1.267
N  5.949  6.204  0.133
N  4.133  5.399  -0.991
H  6.462  6.297  -0.725
H  6.390  6.468  0.998
H  3.190  5.049  -0.983
H  4.620  5.478  -1.873
C  7.823  -1.897  0.379
O  6.924  -1.112  0.117
N  9.094  -1.495  0.635
N  7.626  -3.240  0.436
H  9.846  -2.124  0.852
H  9.278  -0.507  0.603
H  6.695  -3.575  0.251
H  8.349  -3.902  0.649
C  -5.254  -1.405  5.805
O  -4.346  -0.625  6.043
N  -6.017  -1.963  6.780
N  -5.578  -1.779  4.537
H  -6.767  -2.605  6.603
H  -5.805  -1.708  7.730
H  -5.032  -1.383  3.791
H  -6.320  -2.418  4.314
C  4.065  -5.695  -3.710
O  3.500  -4.631  -3.514
N  3.805  -6.808  -2.976
N  5.004  -5.858  -4.679
H  4.258  -7.692  -3.121
H  3.115  -6.726  -2.248
H  5.224  -5.056  -5.244
H  5.479  -6.724  -4.856
C  4.880  4.887  -4.701
O  5.311  5.225  -3.606
N  5.695  4.570  -5.738
N  3.553  4.799  -4.971
H  5.364  4.291  -6.643
H  6.686  4.624  -5.576
H  2.917  5.027  -4.226
H  3.181  4.525  -5.862

Its total energy is -99380.3731 eV. For the HOMO energy, the calculation gives -10.61 eV. As for the frontier orbital gap: 7.382 eV. Its net charge is +1.